1.
{"formula": "C33H66O17", "method": "the ωB97M-V functional and the def2-TZVPD basis", "elements": ["C", "C", "C", "C", "O", "C", "O", "O", "H", "H", "H", "H", "H", "H", "H", "H", "H", "H", "C", "C", "O", "C", "C", "O", "H", "H", "H", "H", "H", "H", "H", "H", "C", "C", "O", "C", "C", "O", "H", "H", "H", "H", "H", "H", "H", "H", "C", "C", "O", "C", "C", "O", "H", "H", "H", "H", "H", "H", "H", "H", "C", "C", "O", "C", "C", "O", "H", "H", "H", "H", "H", "H", "H", "H", "C", "C", "O", "C", "C", "O", "H", "H", "H", "H", "H", "H", "H", "H", "C", "C", "O", "C", "C", "O", "H", "H", "H", "H", "H", "H", "H", "H", "C", "C", "O", "C", "C", "O", "H", "H", "H", "H", "H", "H", "H", "H"], "positions_angstrom": [[-2.22804, 1.24039, -0.76826], [-2.23336, -0.18899, -1.32751], [-3.65576, -0.75684, -1.43889], [-1.36069, -1.05672, -0.43588], [-1.84015, -0.92878, 0.92471], [-1.06794, -1.49579, 1.85372], [-0.36942, -0.86078, 2.58515], [-1.12135, -2.86861, 1.84396], [-2.57046, 1.96260, -1.50580], [-2.86253, 1.27076, 0.11359], [-1.21264, 1.49930, -0.46670], [-1.74578, -0.20845, -2.30400], [-3.75946, -1.41100, -2.30159], [-4.37641, 0.05421, -1.52339], [-3.90710, -1.34261, -0.55777], [-1.34361, -2.09883, -0.74645], [-0.34608, -0.64940, -0.44390], [-1.70997, -3.16354, 2.55263], [0.21541, 1.69968, 5.70133], [0.71717, 1.77497, 4.27457], [0.79313, 3.12675, 3.79126], [1.85893, 3.92350, 4.00515], [2.93019, 3.48961, 4.97465], [1.89022, 4.98969, 3.44674], [0.89393, 2.19317, 6.39924], [0.11247, 0.65619, 6.00085], [-0.76006, 2.18141, 5.77813], [1.67895, 1.27738, 4.15326], [0.02261, 1.28478, 3.59939], [2.67415, 3.86352, 5.96605], [3.86779, 3.94897, 4.67485], [3.06842, 2.41487, 5.04179], [-5.15795, -6.02115, 2.17117], [-5.92974, -4.71846, 2.14250], [-5.58673, -3.91099, 1.01271], [-6.17227, -4.05985, -0.20013], [-7.07644, -5.24524, -0.45317], [-5.91171, -3.26477, -1.05698], [-5.40096, -6.65148, 1.31600], [-5.39008, -6.57601, 3.08060], [-4.08616, -5.82401, 2.14871], [-7.00663, -4.88115, 2.18655], [-5.66714, -4.10225, 3.00134], [-6.46814, -6.05393, -0.85827], [-7.80194, -4.95433, -1.20719], [-7.60275, -5.61279, 0.42287], [2.60453, -4.22204, -0.84967], [1.40576, -4.84168, -1.53560], [0.61505, -3.85892, -2.21522], [0.87561, -3.44358, -3.47450], [2.12474, -3.91115, -4.17303], [0.12531, -2.63849, -3.96178], [3.29344, -3.77346, -1.56597], [3.14681, -4.98079, -0.28478], [2.27884, -3.44479, -0.15811], [1.68983, -5.64207, -2.21796], [0.72579, -5.26822, -0.79958], [2.91181, -3.18506, -3.96544], [1.93821, -3.94332, -5.24276], [2.47541, -4.89196, -3.86594], [1.42210, 1.34353, -1.71345], [2.78785, 1.79296, -2.18605], [3.79915, 0.78492, -2.09105], [3.98354, -0.15470, -3.04210], [2.94574, -0.33425, -4.12188], [4.94308, -0.87152, -2.95659], [1.02605, 0.52324, -2.31309], [0.71763, 2.17440, -1.77843], [1.47302, 1.00942, -0.67625], [2.75316, 2.19336, -3.20105], [3.14682, 2.59359, -1.54041], [2.22539, -1.06800, -3.76139], [3.43495, -0.73346, -5.00628], [2.40418, 0.56710, -4.39661], [-1.85838, -3.75428, -9.15198], [-0.82627, -2.91263, -8.43292], [0.09324, -3.71283, -7.68132], [1.20407, -4.25777, -8.20842], [1.42284, -4.23185, -9.70249], [1.97368, -4.79606, -7.45780], [-1.40167, -4.40090, -9.90174], [-2.58231, -3.11077, -9.65229], [-2.38932, -4.38372, -8.43857], [-0.28881, -2.25139, -9.11350], [-1.30211, -2.28463, -7.68222], [1.00588, -5.14785, -10.12094], [2.49358, -4.22954, -9.88493], [0.97228, -3.38303, -10.20890], [0.00954, 5.56541, 9.31642], [0.54431, 4.14957, 9.31729], [1.70898, 4.01288, 8.49448], [2.96062, 4.27468, 8.93368], [3.16571, 4.90919, 10.28878], [3.87356, 4.03487, 8.19331], [0.72220, 6.26558, 9.75252], [-0.91462, 5.61668, 9.89250], [-0.19922, 5.88596, 8.29622], [0.74411, 3.78593, 10.32538], [-0.17917, 3.47061, 8.86878], [3.18918, 5.99061, 10.15488], [4.13424, 4.59065, 10.66302], [2.40265, 4.66720, 11.02277], [1.67913, 6.78272, 0.47743], [1.14256, 5.37913, 0.30434], [0.11969, 5.30786, -0.70221], [0.38328, 5.15072, -2.01220], [1.80287, 5.28556, -2.52128], [-0.52915, 4.92181, -2.75932], [2.17498, 7.14192, -0.42538], [2.39753, 6.80568, 1.29674], [0.86446, 7.46701, 0.71252], [1.93564, 4.66086, 0.09136], [0.64902, 5.04599, 1.21488], [1.96057, 6.30810, -2.86258], [1.90345, 4.62286, -3.37688], [2.56945, 5.03715, -1.79203]], "energy_ev": -70099.325, "homo_ev": -9.78, "e_lumo_ev": 0.37, "multiplicity": 1, "homo_lumo_gap_ev": 10.16}

---

2.
{"formula": "C26H43NPdSSi4", "method": "the ωB97M-V functional and the def2-TZVPD basis", "elements": ["Pd", "C", "C", "C", "C", "C", "H", "H", "H", "H", "H", "C", "Si", "C", "C", "Si", "Si", "C", "C", "C", "Si", "C", "C", "C", "H", "H", "H", "H", "H", "H", "H", "H", "H", "H", "H", "H", "H", "H", "H", "H", "H", "H", "H", "H", "H", "H", "H", "H", "H", "H", "H", "N", "S", "C", "C", "C", "C", "C", "C", "C", "C", "C", "C", "C", "C", "H", "H", "H", "H", "H", "H", "H", "H", "H", "H", "H"], "positions_angstrom": [[-1.05218, -0.16089, 1.43961], [-3.01177, -1.32244, 2.19254], [-2.03975, -2.17637, 2.71616], [-1.26998, -1.42611, 3.63902], [-1.80117, -0.12565, 3.74546], [-2.86313, -0.03404, 2.81993], [-3.79900, -1.60229, 1.51064], [-1.93097, -3.21912, 2.46341], [-0.43171, -1.80192, 4.20891], [-1.49346, 0.65399, 4.42299], [-3.55633, 0.78720, 2.72718], [2.22231, 2.34835, -1.05049], [0.42132, 2.78864, -0.74106], [0.39042, 3.74303, 0.87948], [-0.01790, 3.94591, -2.14687], [-1.07073, 0.98533, -0.57634], [-3.17282, 2.05551, -0.47999], [-3.62631, 3.10432, -1.97752], [-4.54466, 0.78750, -0.32463], [-3.20767, 3.19485, 1.01395], [-1.15681, -0.37322, -2.48950], [0.40673, -1.36599, -2.83198], [-2.51100, -1.64730, -2.23475], [-1.48769, 0.62878, -4.03859], [2.81857, 3.26555, -1.02301], [2.35735, 1.88752, -2.03378], [2.64731, 1.67567, -0.30837], [1.28437, 4.36353, 0.98604], [0.33821, 3.06874, 1.73918], [-0.48310, 4.39433, 0.93778], [0.72475, 4.74893, -2.18032], [-1.00010, 4.39948, -2.03342], [0.00124, 3.43080, -3.11001], [-3.65763, 2.50595, -2.88906], [-2.92793, 3.92292, -2.14139], [-4.62006, 3.54071, -1.83575], [-4.72764, 0.29610, -1.28194], [-5.47338, 1.27341, -0.01185], [-4.29826, 0.01717, 0.40402], [-2.73121, 4.14946, 0.78002], [-2.67794, 2.75551, 1.86080], [-4.23665, 3.40263, 1.32124], [0.55166, -2.13612, -2.07170], [1.30462, -0.74343, -2.85454], [0.31359, -1.86698, -3.80018], [-2.46396, -2.03505, -1.21345], [-2.39051, -2.48615, -2.92593], [-3.50792, -1.22886, -2.38084], [-0.70877, 1.37747, -4.20137], [-2.44354, 1.15089, -3.99966], [-1.49836, -0.03776, -4.90591], [1.01126, -0.30715, 1.46588], [1.86410, -1.02858, 0.25758], [1.74125, -2.78287, 0.55585], [2.69389, -3.60568, -0.03863], [2.61503, -4.97270, 0.15696], [1.59454, -5.50867, 0.93472], [0.64425, -4.67555, 1.49927], [0.71027, -3.29988, 1.30777], [3.56720, -0.84016, 0.74148], [4.50285, -0.55588, -0.23953], [5.82176, -0.33072, 0.13431], [6.17625, -0.37567, 1.47307], [5.22518, -0.66051, 2.44808], [3.90970, -0.89389, 2.08742], [1.19550, 0.69080, 1.32639], [3.48848, -3.18865, -0.64400], [3.35427, -5.62040, -0.29531], [1.54560, -6.57733, 1.09785], [-0.15831, -5.08886, 2.09724], [-0.02039, -2.64223, 1.73716], [4.20324, -0.50782, -1.27928], [6.56370, -0.10442, -0.61960], [7.20044, -0.18106, 1.76361], [5.51214, -0.69879, 3.49058], [3.14736, -1.10387, 2.82697]], "energy_ev": -74976.026, "homo_ev": -6.97, "e_lumo_ev": 0.03, "multiplicity": 1, "homo_lumo_gap_ev": 7.00}

---

3.
{"formula": "C20H46O3P4SY", "method": "the ωB97M-V functional and the def2-TZVPD basis", "elements": ["Y", "P", "P", "P", "H", "C", "C", "H", "C", "C", "C", "C", "C", "C", "C", "C", "C", "H", "H", "H", "H", "H", "H", "H", "H", "H", "H", "H", "H", "H", "H", "H", "H", "H", "H", "H", "H", "H", "H", "H", "H", "H", "H", "H", "H", "H", "C", "C", "C", "C", "C", "C", "S", "H", "H", "H", "H", "H", "H", "C", "O", "P", "O", "C", "O", "C", "H", "H", "H", "H", "H", "H", "H", "H", "H"], "positions_angstrom": [[-0.47867, -0.13111, 0.17736], [2.02050, 0.98293, 1.15478], [-2.31056, 2.02805, 0.43388], [0.54842, 1.55676, -1.93749], [1.38437, -4.52225, -0.16341], [2.04123, -4.34843, -1.01965], [3.06460, -3.46823, -0.96740], [3.28034, -2.87387, -0.07300], [2.51078, 0.18831, 2.73077], [1.76878, 2.69483, 1.78078], [3.66747, 1.09227, 0.35539], [-3.77026, 1.73608, -0.64452], [-3.15344, 2.34858, 2.02619], [-1.86510, 3.74074, -0.04102], [1.75043, 0.53833, -2.88063], [1.39233, 3.17946, -1.86138], [-0.69022, 1.87907, -3.24638], [1.85966, -4.93972, -1.92234], [3.74030, -3.33836, -1.81431], [2.89245, -0.82131, 2.53861], [1.64295, 0.12664, 3.40015], [3.30036, 0.78120, 3.21294], [0.94828, 2.69018, 2.51184], [1.50273, 3.37950, 0.96626], [2.68476, 3.05145, 2.27384], [4.05416, 0.07606, 0.19958], [4.36855, 1.63923, 1.00305], [3.61927, 1.58964, -0.62013], [-4.45558, 2.59321, -0.58406], [-4.28985, 0.82995, -0.30705], [-3.45385, 1.58328, -1.68414], [-3.83469, 3.20326, 1.91492], [-2.41248, 2.56915, 2.80454], [-3.71397, 1.45803, 2.33708], [-2.68781, 4.41356, 0.23860], [-1.67388, 3.82891, -1.11700], [-0.95882, 4.04655, 0.49698], [2.03152, 1.08784, -3.78993], [1.29756, -0.42146, -3.15952], [2.64523, 0.33822, -2.27848], [1.67024, 3.48984, -2.87821], [2.29804, 3.13613, -1.24597], [0.71940, 3.93310, -1.43267], [-0.15778, 2.12318, -4.17576], [-1.34163, 2.71764, -2.97239], [-1.31275, 0.99125, -3.41114], [-1.25497, -2.10658, -3.12797], [-2.16693, -1.94650, -4.19647], [-1.92436, -2.55826, -5.41964], [-0.77295, -3.33664, -5.60972], [0.14576, -3.47409, -4.56422], [-0.09174, -2.87251, -3.33439], [-1.64521, -1.37381, -1.61090], [0.19123, -1.54281, -0.74176], [-3.06268, -1.34616, -4.03404], [-2.63994, -2.43102, -6.23118], [-0.59217, -3.83120, -6.56524], [1.05268, -4.06667, -4.71488], [0.60626, -3.00581, -2.50884], [-0.84185, 1.07057, 5.15111], [-0.53900, 0.42262, 3.88782], [-1.66702, -0.54846, 3.13195], [-1.95917, -1.69510, 4.21750], [-1.08050, -2.15598, 5.28157], [-0.45519, -1.45721, 2.00117], [0.33144, -2.62683, 2.34637], [-0.60057, 2.13608, 5.04146], [-0.20968, 0.63763, 5.93616], [-1.90302, 0.97883, 5.43780], [-0.02607, -2.19752, 4.97110], [-1.19784, -1.52721, 6.17266], [-1.42806, -3.16946, 5.50367], [1.23194, -2.33019, 2.90030], [-0.27929, -3.31614, 2.94097], [0.63554, -3.10723, 1.40813]], "energy_ev": -76635.660, "total_charge": 3, "homo_ev": [-17.12, -17.13], "e_lumo_ev": [-12.55, -12.53], "multiplicity": 1, "homo_lumo_gap_ev": [4.56, 4.60]}